Arrangement A

The following is a DFT calculation (ωB97M-V/def2-TZVPD) of a 2-piece molecular cluster, C3H11N2 overall.

Properties
Molar mass, g/mol: 75.13
LUMO level, eV: -7.825
2S+1: 1
Charge: +1

Each atom is followed by the atoms it is bonded to, with distances in Å.
Element x y z (Å)
1 C 2.88 -0.33 0.22  N5 1.455, H6 1.085, H7 1.094, H16 1.091
2 C -0.80 -0.70 -0.64  C3 1.504, H8 1.094, H9 1.095
3 C -1.22 0.28 0.41  C2 1.504, N4 1.413, H10 1.091, H11 1.088
4 N -2.61 0.48 0.21  C3 1.413, H12 1.005, H13 1.005
5 N 1.60 0.18 -0.25  C1 1.455, H14 1.012, H15 1.011
6 H 3.58 0.49 0.35  C1 1.085
7 H 3.35 -1.06 -0.45  C1 1.094
8 H -1.22 -0.46 -1.62  C2 1.094
9 H -1.14 -1.70 -0.36  C2 1.095
10 H -0.70 1.24 0.38  C3 1.091
11 H -1.13 0.00 1.46  C3 1.088
12 H -3.21 0.00 0.86  N4 1.005
13 H -2.97 1.26 -0.31  N4 1.005
14 H 0.65 -0.04 -0.48  N5 1.012
15 H 1.74 1.18 -0.36  N5 1.011
16 H 2.77 -0.89 1.15  C1 1.091

=====

Arrangement B

The following is a DFT calculation (ωB97M-V/def2-TZVPD) of a 2-piece molecular cluster, C3H11N2 overall.

Properties
Molar mass, g/mol: 75.13
LUMO level, eV: -2.983
2S+1: 1
Charge: +1

Each atom is followed by the atoms it is bonded to, with distances in Å.
Element x y z (Å)
1 C 2.52 0.88 1.07  N2 1.259, H3 1.089, H4 1.091
2 N 1.39 1.38 0.84  C1 1.259, H5 1.018
3 H 2.83 -0.03 0.55  C1 1.089
4 H 3.23 1.38 1.74  C1 1.091
5 H 1.16 2.18 1.43  N2 1.018
6 H 0.07 0.96 -0.06  N9 1.086
7 C -1.33 -1.66 -0.02  C8 1.506, H10 1.094, H11 1.086, H12 1.083
8 C -0.88 -0.71 -1.10  C7 1.506, N9 1.512, H13 1.085, H14 1.085
9 N -0.85 0.71 -0.59  H6 1.086, C8 1.512, H15 1.019, H16 1.019
10 H -1.04 -1.33 0.98  C7 1.094
11 H -0.84 -2.62 -0.11  C7 1.086
12 H -2.40 -1.83 0.03  C7 1.083
13 H -1.49 -0.66 -2.00  C8 1.085
14 H 0.14 -0.88 -1.41  C8 1.085
15 H -1.61 0.90 0.06  N9 1.019
16 H -0.91 1.32 -1.41  N9 1.019

=====

Of them, arrangement A has the lowest stability.

=====

Arrangement A

The following is a DFT calculation (ωB97M-V/def2-TZVPD) of a 2-piece molecular cluster, C3H11N2 overall.

Properties
Molar mass, g/mol: 75.13
LUMO level, eV: -3.151
2S+1: 1
Charge: +1

Each atom is followed by the atoms it is bonded to, with distances in Å.
Element x y z (Å)
1 C -0.02 -2.58 -0.72  C2 1.493, H5 1.087, H6 1.090, H7 1.091
2 C -0.51 -1.19 -0.55  C1 1.493, C3 1.320, H8 1.087
3 C -0.29 -0.46 0.53  C2 1.320, N4 1.458, H9 1.079
4 N -0.76 0.92 0.65  C3 1.458, H10 1.016, H11 1.017, H16 1.214
5 H 0.58 -2.89 0.13  C1 1.087
6 H -0.86 -3.27 -0.84  C1 1.090
7 H 0.58 -2.66 -1.63  C1 1.091
8 H -1.12 -0.76 -1.34  C2 1.087
9 H 0.29 -0.81 1.37  C3 1.079
10 H -1.09 1.11 1.60  N4 1.016
11 H -1.53 1.09 0.01  N4 1.017
12 N 1.26 2.48 0.03  H13 1.016, H14 1.015, H15 1.015
13 H 1.53 3.10 0.78  N12 1.016
14 H 1.10 3.06 -0.79  N12 1.015
15 H 2.04 1.88 -0.19  N12 1.015
16 H 0.14 1.68 0.37  N4 1.214

=====

Arrangement B

The following is a DFT calculation (ωB97M-V/def2-TZVPD) of an isolated ion of composition C3H11N2 and charge +1.

Properties
Molar mass, g/mol: 75.13
LUMO level, eV: -3.263
SMILES: CC(C)(N)[NH3+]
2S+1: 1
Charge: +1

Each atom is followed by the atoms it is bonded to, with distances in Å.
Element x y z (Å)
1 C 0.49 1.29 -0.42  C3 1.480, H6 1.075, H7 1.074, H8 1.162
2 C -1.53 -0.11 0.49  C3 1.653, H9 1.081, H10 1.093, H11 1.106
3 C 0.11 0.04 0.27  C1 1.480, C2 1.653, N4 1.383, N5 1.727
4 N 1.03 -0.42 1.19  C3 1.383, H12 1.034, H13 0.978
5 N 0.47 -1.09 -0.98  C3 1.727, H14 1.023, H15 1.030, H16 1.116
6 H 1.54 1.16 -0.62  C1 1.075
7 H -0.07 1.46 -1.32  C1 1.074
8 H 0.34 2.25 0.21  C1 1.162
9 H -1.66 -1.07 0.97  C2 1.081
10 H -1.98 0.28 -0.42  C2 1.093
11 H -1.91 0.72 1.11  C2 1.106
12 H 0.64 -1.08 1.88  N4 1.034
13 H 1.65 0.23 1.59  N4 0.978
14 H 1.34 -1.40 -0.55  N5 1.023
15 H 0.54 -0.68 -1.92  N5 1.030
16 H -0.18 -1.99 -1.13  N5 1.116

=====

Of them, arrangement B has the lowest stability.

=====

Arrangement A

The following is a DFT calculation (ωB97M-V/def2-TZVPD) of a 2-piece molecular cluster, C3H11N2 overall.

Properties
Molar mass, g/mol: 75.13
LUMO level, eV: -4.095
2S+1: 1
Charge: +1

Each atom is followed by the atoms it is bonded to, with distances in Å.
Element x y z (Å)
1 C 1.97 -1.11 -0.45  C2 1.515, H3 1.085, H4 1.094, H5 1.097
2 C 1.23 -1.70 -1.63  C1 1.515, H6 1.089, H7 1.086, H8 1.102
3 H 2.97 -1.48 -0.22  C1 1.085
4 H 2.04 -0.02 -0.56  C1 1.094
5 H 1.35 -1.31 0.44  C1 1.097
6 H 1.31 -2.78 -1.65  C2 1.089
7 H 1.43 -1.28 -2.61  C2 1.086
8 H 0.15 -1.49 -1.51  C2 1.102
9 N -0.56 1.20 1.61  C10 1.308, H12 1.016, H13 1.006
10 C -1.64 1.00 0.90  N9 1.308, N11 1.315, H14 1.085
11 N -2.56 1.90 0.62  C10 1.315, H15 1.010, H16 1.007
12 H -0.34 2.14 1.92  N9 1.016
13 H 0.04 0.41 1.81  N9 1.006
14 H -1.74 0.02 0.43  C10 1.085
15 H -3.09 1.74 -0.23  N11 1.010
16 H -2.55 2.76 1.13  N11 1.007

=====

Arrangement B

The following is a DFT calculation (ωB97M-V/def2-TZVPD) of a 2-piece molecular cluster, C3H11N2 overall.

Properties
Molar mass, g/mol: 75.13
LUMO level, eV: -3.437
2S+1: 1
Charge: +1

Each atom is followed by the atoms it is bonded to, with distances in Å.
Element x y z (Å)
1 C 2.25 -1.68 2.99  N2 1.266, H3 1.074, H4 1.105
2 N 2.18 -1.60 1.73  C1 1.266, H5 0.997
3 H 1.75 -0.88 3.51  C1 1.074
4 H 2.57 -2.49 3.66  C1 1.105
5 H 2.66 -2.31 1.23  N2 0.997
6 H -0.35 1.00 0.43  N9 1.081
7 C -1.91 1.53 -1.71  C8 1.518, H10 1.224, H11 1.058, H12 1.144
8 C -0.62 0.73 -1.75  C7 1.518, N9 1.631, H13 1.219, H14 1.126
9 N -0.34 0.16 -0.25  H6 1.081, C8 1.631, H15 1.058, H16 0.983
10 H -2.16 2.44 -0.93  C7 1.224
11 H -2.05 1.99 -2.65  C7 1.058
12 H -2.77 0.78 -1.75  C7 1.144
13 H -0.77 -0.30 -2.38  C8 1.219
14 H 0.29 1.35 -1.99  C8 1.126
15 H -1.21 -0.35 0.07  N9 1.058
16 H 0.47 -0.39 -0.20  N9 0.983

=====

Arrangement C

The following is a DFT calculation (ωB97M-V/def2-TZVPD) of a 2-piece molecular cluster, C3H11N2 overall.

Properties
Molar mass, g/mol: 75.13
LUMO level, eV: -9.005
2S+1: 1
Charge: +1

Each atom is followed by the atoms it is bonded to, with distances in Å.
Element x y z (Å)
1 N 3.63 -0.59 -1.60  C2 1.354, H7 1.035
2 C 2.78 -0.95 -0.61  N1 1.354, C3 1.587, H9 1.125, H10 1.098
3 C 3.54 -1.12 0.76  C2 1.587, N4 1.434, H11 1.112, H12 1.095
4 N 2.62 -1.18 1.86  C3 1.434, C5 1.667, H13 1.030
5 C 3.68 -1.26 3.15  N4 1.667, H14 1.085, H15 1.084, H16 1.094
6 H -23.53 7.25 -6.92  H8 0.748
7 H 3.30 -1.06 -2.46  N1 1.035
8 H -22.90 7.55 -7.19  H6 0.748
9 H 2.14 -0.11 -0.23  C2 1.125
10 H 2.17 -1.86 -0.75  C2 1.098
11 H 4.12 -2.04 0.55  C3 1.112
12 H 4.32 -0.34 0.69  C3 1.095
13 H 2.55 -0.31 2.41  N4 1.030
14 H 4.59 -0.68 3.01  C5 1.085
15 H 3.87 -2.32 3.29  C5 1.084
16 H 3.11 -1.00 4.04  C5 1.094

=====

Of them, arrangement C has the lowest stability.

=====

Arrangement A

The following is a DFT calculation (ωB97M-V/def2-TZVPD) of an isolated ion of composition C3H11N2 and charge +1.

Properties
Molar mass, g/mol: 75.13
LUMO level, eV: -3.127
SMILES: CNCC[NH3+]
2S+1: 1
Charge: +1

Each atom is followed by the atoms it is bonded to, with distances in Å.
Element x y z (Å)
1 C -1.21 0.24 -0.90  N2 1.541, C3 1.650, H6 1.175, H7 1.048
2 N -0.34 1.49 -0.64  C1 1.541, H8 0.994, H9 1.068, H13 1.189
3 C -0.14 -0.99 -0.66  C1 1.650, N4 1.511, H10 1.107, H11 1.148
4 N 0.94 -0.39 0.20  C3 1.511, C5 1.514, H12 1.031
5 C 0.76 -0.52 1.70  N4 1.514, H14 1.092, H15 1.064, H16 1.133
6 H -1.78 0.21 -1.93  C1 1.175
7 H -1.99 0.33 -0.21  C1 1.048
8 H 0.19 1.68 -1.46  N2 0.994
9 H -0.91 2.34 -0.35  N2 1.068
10 H 0.39 -1.36 -1.57  C3 1.107
11 H -0.79 -1.82 -0.20  C3 1.148
12 H 1.88 -0.76 0.01  N4 1.031
13 H 0.53 0.97 -0.02  N2 1.189
14 H 0.96 -1.57 1.93  C5 1.092
15 H -0.10 -0.04 2.10  C5 1.064
16 H 1.61 0.17 2.01  C5 1.133

=====

Arrangement B

The following is a DFT calculation (ωB97M-V/def2-TZVPD) of a 2-piece molecular cluster, C3H11N2 overall.

Properties
Molar mass, g/mol: 75.13
LUMO level, eV: -4.560
2S+1: 1
Charge: +1

Each atom is followed by the atoms it is bonded to, with distances in Å.
Element x y z (Å)
1 C -0.99 -2.69 -0.44  C2 1.587, H3 1.073, H4 1.101, H5 1.127
2 C -1.58 -1.60 -1.44  C1 1.587, H6 1.077, H7 1.143, H8 1.069
3 H -0.40 -2.28 0.36  C1 1.073
4 H -1.80 -3.20 0.10  C1 1.101
5 H -0.54 -3.54 -1.03  C1 1.127
6 H -0.85 -1.40 -2.21  C2 1.077
7 H -1.95 -0.66 -0.92  C2 1.143
8 H -2.47 -1.94 -1.93  C2 1.069
9 N 0.85 3.09 1.45  C10 1.309, H12 1.120, H13 0.985
10 C 1.11 2.30 0.44  N9 1.309, N11 1.360, H14 1.159
11 N 1.88 1.21 0.69  C10 1.360, H15 0.997, H16 0.995
12 H 0.90 2.60 2.46  N9 1.120
13 H 0.60 4.04 1.44  N9 0.985
14 H 0.95 2.52 -0.69  C10 1.159
15 H 2.32 0.58 0.05  N11 0.997
16 H 1.98 0.97 1.65  N11 0.995

=====

Arrangement C

The following is a DFT calculation (ωB97M-V/def2-TZVPD) of a 2-piece molecular cluster, C3H11N2 overall.

Properties
Molar mass, g/mol: 75.13
LUMO level, eV: -3.385
2S+1: 1
Charge: +1

Each atom is followed by the atoms it is bonded to, with distances in Å.
Element x y z (Å)
1 C -2.09 0.44 0.53  N2 1.578, H3 1.115, H4 1.134, H5 1.131
2 N -1.30 -0.12 -0.72  C1 1.578, H6 1.050, H7 1.022, H8 1.107
3 H -3.15 0.53 0.19  C1 1.115
4 H -1.90 -0.13 1.49  C1 1.134
5 H -1.57 1.44 0.65  C1 1.131
6 H -0.25 -0.04 -0.69  N2 1.050
7 H -1.64 0.43 -1.51  N2 1.022
8 H -1.80 -1.08 -0.95  N2 1.107
9 C 1.55 -0.31 1.35  C10 1.351, H12 1.120, H13 1.127
10 C 1.78 0.28 0.15  C9 1.351, N11 1.425, H14 1.041
11 N 1.28 -0.21 -1.09  C10 1.425, H15 1.151, H16 1.015
12 H 1.06 -1.31 1.44  C9 1.120
13 H 2.12 0.26 2.14  C9 1.127
14 H 2.48 1.04 0.03  C10 1.041
15 H 1.41 -1.34 -1.28  N11 1.151
16 H 2.01 0.10 -1.73  N11 1.015

=====

Of them, arrangement C has the lowest stability.

=====

Arrangement A

The following is a DFT calculation (ωB97M-V/def2-TZVPD) of one molecule with the formula C5H9FO.

Properties
Molar mass, g/mol: 104.12
LUMO level, eV: 0.842
SMILES: CC1(C)O[C@@]1(C)F
2S+1: 1

Each atom is followed by the atoms it is bonded to, with distances in Å.
Element x y z (Å)
1 C 0.33 -0.41 0.37  C2 1.501, C3 1.537, C4 1.464, O6 1.421
2 C 0.44 0.66 -0.68  C1 1.501, C5 1.537, O6 1.281, F7 1.500
3 C 0.82 -1.76 -0.19  C1 1.537, H8 1.082, H9 1.133, H10 1.034
4 C -0.62 -0.19 1.45  C1 1.464, H11 1.117, H12 1.144, H13 1.131
5 C -0.62 1.75 -0.86  C2 1.537, H14 1.069, H15 1.181, H16 1.077
6 O 1.27 0.65 0.30  C1 1.421, C2 1.281
7 F 1.12 0.38 -1.99  C2 1.500
8 H 1.19 -1.58 -1.19  C3 1.082
9 H 0.11 -2.63 -0.31  C3 1.133
10 H 1.53 -2.12 0.47  C3 1.034
11 H -1.64 -0.61 1.25  C4 1.117
12 H -0.86 0.85 1.84  C4 1.144
13 H -0.30 -0.64 2.44  C4 1.131
14 H -1.12 1.95 0.07  C5 1.069
15 H -1.37 1.12 -1.53  C5 1.181
16 H -0.29 2.59 -1.44  C5 1.077

=====

Arrangement B

The following is a DFT calculation (ωB97M-V/def2-TZVPD) of one molecule with the formula C5H9FO.

Properties
Molar mass, g/mol: 104.12
LUMO level, eV: 1.008
SMILES: OCC[C@H]1C[C@H]1F
2S+1: 1

Each atom is followed by the atoms it is bonded to, with distances in Å.
Element x y z (Å)
1 C -1.87 -0.38 0.29  C2 1.585, H7 1.094, H8 1.084, O15 1.413
2 C -0.71 -1.20 -0.39  C1 1.585, C3 1.536, H9 1.084, H10 1.140
3 C 0.61 -0.90 0.34  C2 1.536, C4 1.504, C5 1.503, H11 1.107
4 C 1.90 -0.60 -0.37  C3 1.504, C5 1.475, H12 1.079, H13 1.085
5 C 1.29 0.43 0.51  C3 1.503, C4 1.475, H14 1.108, F16 1.398
6 H -0.96 1.22 -0.47  O15 0.943
7 H -2.88 -0.71 0.02  C1 1.094
8 H -1.79 -0.51 1.37  C1 1.084
9 H -0.84 -2.27 -0.31  C2 1.084
10 H -0.65 -0.97 -1.51  C2 1.140
11 H 0.75 -1.54 1.23  C3 1.107
12 H 1.89 -0.38 -1.42  C4 1.079
13 H 2.76 -1.16 -0.02  C4 1.085
14 H 1.69 0.68 1.51  C5 1.108
15 O -1.81 0.97 -0.14  C1 1.413, H6 0.943
16 F 0.80 1.54 -0.18  C5 1.398

=====

Of them, arrangement A has the lowest stability.

=====

Arrangement A

The following is a DFT calculation (ωB97M-V/def2-TZVPD) of a 3-piece molecular cluster, C5H9FO overall.

Properties
Molar mass, g/mol: 104.12
LUMO level, eV: 0.757
2S+1: 1

Each atom is followed by the atoms it is bonded to, with distances in Å.
Element x y z (Å)
1 C -0.41 0.83 2.75  C2 1.527, H8 1.207
2 C 0.16 1.19 1.38  C1 1.527, H9 1.313, H10 1.228, O15 1.510
3 C -0.13 0.08 -0.68  C4 1.218, H11 1.195, O15 1.358
4 C 0.06 -0.93 -1.34  C3 1.218, C5 1.615, F16 1.410
5 C 0.43 -1.33 -2.86  C4 1.615, H12 1.263, H13 1.093, H14 1.106
6 H -1.05 1.99 3.44  no bonds
7 H -1.54 -0.12 2.30  no bonds
8 H 0.44 0.12 3.22  C1 1.207
9 H -0.75 2.03 0.94  C2 1.313
10 H 1.31 1.63 1.40  C2 1.228
11 H -0.08 1.10 -1.31  C3 1.195
12 H 1.40 -2.09 -2.60  C5 1.263
13 H -0.34 -1.93 -3.35  C5 1.093
14 H 0.58 -0.38 -3.41  C5 1.106
15 O -0.09 -0.11 0.66  C2 1.510, C3 1.358
16 F 0.01 -2.09 -0.54  C4 1.410

=====

Arrangement B

The following is a DFT calculation (ωB97M-V/def2-TZVPD) of one molecule with the formula C5H9FO.

Properties
Molar mass, g/mol: 104.12
LUMO level, eV: 0.836
SMILES: C[C@H](F)/C=C\CO
2S+1: 1

Each atom is followed by the atoms it is bonded to, with distances in Å.
Element x y z (Å)
1 C -0.10 0.29 2.09  C2 1.641, H6 1.215, H7 1.148, H8 1.060
2 C 0.37 1.10 0.74  C1 1.641, C3 1.536, H9 1.209, F16 1.409
3 C 1.16 0.24 -0.26  C2 1.536, C4 1.342, H10 1.151
4 C 0.70 -0.66 -1.14  C3 1.342, C5 1.649, H11 1.170
5 C -0.89 -1.06 -1.38  C4 1.649, H12 1.198, H13 1.201, O15 1.379
6 H -0.61 -0.76 1.76  C1 1.215
7 H 0.80 -0.24 2.55  C1 1.148
8 H -0.61 0.98 2.71  C1 1.060
9 H 1.12 2.03 0.92  C2 1.209
10 H 2.24 0.63 -0.26  C3 1.151
11 H 1.42 -1.32 -1.78  C4 1.170
12 H -1.23 -1.20 -0.24  C5 1.198
13 H -1.24 -2.10 -1.86  C5 1.201
14 H -0.96 0.62 -1.61  O15 1.052
15 O -1.55 -0.09 -2.11  C5 1.379, H14 1.052
16 F -0.64 1.54 -0.14  C2 1.409

=====

Of them, arrangement A has the lowest stability.